Entry 1:
{
  "formula": "C16H24ClFeN4O7S2",
  "method": "wB97M-V/def2-TZVPD",
  "species": ["Fe", "C", "N", "C", "C", "O", "C", "O", "C", "C", "O", "N", "C", "C", "H", "H", "H", "H", "H", "H", "H", "H", "H", "H", "H", "H", "H", "H", "H", "H", "C", "C", "N", "C", "C", "S", "C", "C", "S", "C", "N", "C", "H", "H", "H", "H", "H", "H", "H", "H", "O", "Cl", "O", "O", "O"],
  "positions_angstrom": [[-0.076, -0.267, -0.076], [2.639, 2.898, 3.521], [2.644, 1.682, 2.722], [3.955, 1.114, 2.420], [1.572, 1.210, 2.080], [1.642, 0.308, 1.242], [0.217, 1.827, 2.413], [-0.811, 1.213, 1.665], [-1.823, 0.541, 2.398], [-1.598, -0.967, 2.327], [-0.556, -1.383, 1.807], [-2.539, -1.770, 2.807], [-3.827, -1.328, 3.314], [-2.434, -3.210, 2.574], [3.385, 2.805, 4.308], [1.675, 3.074, 3.990], [2.895, 3.765, 2.908], [4.549, 1.101, 3.331], [4.474, 1.708, 1.664], [3.829, 0.102, 2.051], [0.237, 2.886, 2.144], [0.033, 1.737, 3.486], [-2.771, 0.786, 1.919], [-1.835, 0.871, 3.438], [-3.848, -0.260, 3.512], [-4.044, -1.848, 4.247], [-4.610, -1.566, 2.591], [-1.399, -3.470, 2.383], [-3.033, -3.487, 1.704], [-2.793, -3.742, 3.453], [3.169, -1.834, -0.834], [2.720, -0.771, -1.776], [1.605, -0.112, -1.655], [1.403, 0.791, -2.669], [2.402, 0.827, -3.588], [3.619, -0.305, -3.176], [0.176, 1.569, -2.641], [-0.334, 2.342, -3.633], [-1.815, 3.026, -3.133], [-1.688, 2.226, -1.615], [-0.601, 1.506, -1.506], [-2.710, 2.410, -0.549], [2.480, -1.876, 0.006], [4.176, -1.638, -0.468], [3.177, -2.802, -1.337], [2.493, 1.451, -4.461], [0.074, 2.537, -4.611], [-3.509, 3.066, -0.886], [-2.240, 2.831, 0.341], [-3.123, 1.440, -0.284], [-3.243, -2.640, -1.048], [-2.370, -1.551, -1.250], [-2.672, -0.795, -2.411], [-0.981, -1.997, -1.307], [-2.424, -0.657, -0.082]],
  "nbo_charge": [1.5966, -0.4137, -0.3912, -0.4160, 0.6789, -0.7032, -0.1536, -0.5572, -0.1625, 0.6965, -0.7279, -0.3859, -0.4108, -0.4240, 0.2260, 0.2119, 0.2107, 0.2153, 0.2083, 0.2385, 0.2197, 0.2117, 0.2351, 0.2102, 0.2075, 0.2194, 0.2212, 0.2433, 0.2259, 0.2109, -0.6603, 0.1105, -0.5519, 0.0848, -0.4046, 0.4915, 0.0998, -0.4129, 0.5152, 0.1167, -0.5694, -0.6744, 0.2389, 0.2402, 0.2517, 0.2558, 0.2561, 0.2384, 0.2339, 0.2651, -0.7837, 2.5651, -0.8045, -0.8964, -0.9472],
  "lumo_ev": [-2.19, -2.37],
  "e_above_lowest_kcal_mol": 3.28,
  "multiplicity": 5,
  "total_charge": 1
}

***

Entry 2:
{
  "formula": "C2H14NO3",
  "method": "wB97M-V/def2-TZVPD",
  "species": ["C", "N", "C", "H", "H", "H", "H", "H", "H", "H", "H", "H", "H", "O", "H", "H", "O", "H", "H", "O"],
  "positions_angstrom": [[-0.018, 0.298, 1.066], [0.951, 0.986, 0.050], [2.326, 0.339, 0.091], [-0.488, -0.570, 0.547], [0.460, -0.116, 1.951], [-0.977, 0.989, 1.160], [0.798, 1.966, 0.357], [0.544, 1.010, -0.956], [2.411, -0.630, -0.288], [2.655, 0.277, 1.156], [3.105, 1.118, -0.351], [-5.981, 1.020, -0.517], [-6.635, 2.356, -0.274], [-6.280, 1.818, -1.017], [0.325, 0.123, -3.022], [0.110, -1.003, -2.086], [0.194, -0.085, -2.100], [1.990, -3.769, 0.716], [2.524, -3.150, 2.143], [1.985, -2.976, 1.374]],
  "nbo_charge": [-0.4332, -0.5517, -0.4284, 0.2228, 0.2581, 0.2305, 0.4375, 0.4797, 0.2445, 0.2348, 0.2542, 0.5179, 0.5245, -0.2067, 0.5101, 0.4986, -0.9586, 0.5087, 0.5010, -0.8441],
  "lumo_ev": [-6.99, -15.12],
  "e_above_lowest_kcal_mol": 31.95,
  "multiplicity": 2,
  "total_charge": 2
}

***

Entry 3:
{
  "formula": "C5H11N2",
  "method": "wB97M-V/def2-TZVPD",
  "species": ["H", "N", "C", "N", "C", "C", "C", "C", "H", "H", "H", "H", "H", "H", "H", "H", "H", "H"],
  "positions_angstrom": [[2.743, -1.705, -0.149], [1.838, -1.323, -0.343], [1.488, -0.162, -0.139], [2.602, 0.881, 0.314], [0.133, 0.506, -0.208], [-1.153, 0.032, -0.042], [-2.367, 0.866, -0.252], [-1.368, -1.375, 0.272], [2.456, 1.211, 1.270], [2.678, 1.752, -0.245], [3.280, 0.083, 0.268], [0.184, 1.606, -0.532], [-2.943, 1.119, 0.678], [-3.088, -0.039, -0.606], [-2.182, 1.718, -1.064], [-1.525, -1.785, -0.695], [-2.366, -1.456, 0.817], [-0.408, -1.929, 0.655]],
  "nbo_charge": [0.3824, -0.5927, 0.4538, -0.7754, -0.4149, 0.2004, -0.6790, -0.6850, 0.4475, 0.4626, 0.4568, 0.2139, 0.2727, 0.2459, 0.2570, 0.2573, 0.2452, 0.2514],
  "smiles": "[H]/N=C(\\[NH3+])C=C(C)C",
  "lumo_ev": -3.73,
  "e_above_lowest_kcal_mol": 62.90,
  "multiplicity": 1,
  "total_charge": 1
}

***

Entry 4:
{
  "formula": "C29H21N4O8S2",
  "method": "wB97M-V/def2-TZVPD",
  "species": ["C", "C", "C", "C", "C", "S", "O", "O", "N", "C", "C", "C", "N", "O", "O", "C", "C", "C", "C", "N", "O", "O", "C", "C", "C", "H", "H", "H", "H", "H", "H", "H", "H", "H", "H", "H", "C", "C", "C", "C", "S", "C", "C", "C", "C", "C", "C", "N", "C", "C", "O", "O", "C", "C", "H", "H", "H", "H", "H", "H", "H", "H", "H", "H"],
  "positions_angstrom": [[6.667, -3.986, 0.740], [5.263, -3.460, 0.818], [4.478, -3.761, 1.933], [3.147, -3.356, 1.998], [2.599, -2.604, 0.951], [0.871, -2.159, 1.011], [0.210, -2.426, -0.233], [0.342, -2.585, 2.277], [0.873, -0.415, 1.000], [1.601, 0.343, 1.936], [2.519, -0.052, 2.895], [3.250, 0.952, 3.552], [4.207, 0.597, 4.552], [4.819, 1.516, 5.148], [4.402, -0.614, 4.807], [3.077, 2.325, 3.219], [2.177, 2.697, 2.224], [1.430, 1.706, 1.580], [0.632, 1.708, 0.370], [0.726, 2.776, -0.549], [0.774, 3.953, -0.114], [0.754, 2.491, -1.772], [0.262, 0.398, 0.082], [3.386, -2.263, -0.155], [4.713, -2.686, -0.212], [7.171, -3.627, -0.158], [7.255, -3.680, 1.611], [6.677, -5.082, 0.718], [4.909, -4.331, 2.761], [2.540, -3.600, 2.866], [2.688, -1.094, 3.141], [3.679, 3.063, 3.744], [2.044, 3.736, 1.937], [-0.327, 0.043, -0.750], [2.958, -1.675, -0.964], [5.336, -2.430, -1.074], [-6.378, -3.066, -2.782], [-5.309, -3.205, -1.888], [-4.284, -2.253, -1.862], [-4.346, -1.154, -2.720], [-2.993, 0.043, -2.726], [-3.124, 0.901, -1.236], [-3.056, 2.309, -1.187], [-3.903, 3.079, -0.331], [-3.673, 4.428, -0.131], [-2.559, 5.054, -0.716], [-2.211, 6.404, -0.412], [-1.900, 7.504, -0.157], [-1.751, 4.327, -1.602], [-2.054, 3.022, -1.920], [-1.788, -0.757, -2.725], [-3.282, 0.897, -3.854], [-5.417, -0.997, -3.607], [-6.431, -1.960, -3.638], [-7.167, -3.822, -2.812], [-5.260, -4.060, -1.212], [-3.435, -2.364, -1.187], [-3.591, 0.321, -0.444], [-4.740, 2.565, 0.145], [-4.341, 5.022, 0.496], [-0.911, 4.831, -2.080], [-1.492, 2.490, -2.688], [-5.454, -0.136, -4.272], [-7.260, -1.841, -4.339]],
  "nbo_charge": [-0.6357, 0.0259, -0.2162, -0.1617, -0.3869, 2.3074, -0.8840, -0.9010, -0.6132, 0.1884, -0.2342, 0.0690, 0.4920, -0.3893, -0.3981, -0.2046, -0.1891, -0.0439, -0.0441, 0.5059, -0.3860, -0.3692, 0.1147, -0.0955, -0.2363, 0.2181, 0.2283, 0.2261, 0.2215, 0.2488, 0.2556, 0.2490, 0.2567, 0.3112, 0.2361, 0.2219, -0.2247, -0.2215, -0.2303, -0.2014, 2.1625, -0.8630, 0.0112, -0.2666, -0.1507, -0.2963, 0.3189, -0.4129, -0.1592, -0.2076, -0.9909, -0.9800, -0.2270, -0.2211, 0.2040, 0.2067, 0.2340, 0.2216, 0.2032, 0.2069, 0.2225, 0.2228, 0.2448, 0.2063],
  "lumo_ev": 0.68,
  "multiplicity": 1,
  "total_charge": -1
}

***

Entry 5:
{
  "formula": "C19H39IN6O4",
  "method": "wB97M-V/def2-TZVPD",
  "species": ["C", "C", "O", "C", "C", "N", "C", "N", "C", "C", "C", "O", "C", "N", "N", "N", "N", "C", "C", "C", "C", "C", "C", "C", "C", "O", "C", "C", "O", "H", "H", "H", "H", "H", "H", "H", "H", "H", "H", "H", "H", "H", "H", "H", "H", "H", "H", "H", "H", "H", "H", "H", "H", "H", "H", "H", "H", "H", "H", "H", "H", "H", "H", "H", "H", "H", "H", "H", "I"],
  "positions_angstrom": [[-3.359, 3.474, -6.170], [-2.712, 2.045, -6.402], [-1.396, 1.892, -5.843], [-1.357, 0.771, -4.910], [-0.018, 0.836, -4.069], [0.143, -0.266, -3.084], [-0.740, -0.600, -2.143], [-2.012, -0.001, -1.924], [-2.691, -0.650, -0.857], [-4.133, -0.318, -0.334], [-4.012, 0.626, 0.969], [-4.716, 1.862, 0.695], [-4.689, -0.195, 2.189], [-6.155, 0.055, 2.219], [-1.749, -1.617, -0.442], [-2.151, -2.424, 0.608], [-0.593, -1.623, -1.165], [0.496, -2.592, -0.909], [1.962, -1.968, -0.921], [2.057, -0.465, -0.400], [3.469, -0.260, 0.356], [3.309, -0.088, 1.933], [3.626, -1.425, 2.755], [5.118, -1.536, 3.269], [5.520, -0.375, 4.300], [4.498, -0.101, 5.270], [3.811, 1.115, 4.990], [2.176, 1.035, 5.029], [4.351, 2.234, 4.723], [-4.312, 3.552, -6.800], [-3.708, 3.652, -5.096], [-2.699, 4.334, -6.489], [-2.608, 1.896, -7.532], [-3.467, 1.272, -6.057], [-1.396, -0.166, -5.551], [-2.307, 0.836, -4.303], [0.152, 1.861, -3.593], [0.839, 0.720, -4.815], [1.014, -0.809, -3.112], [-4.734, -1.260, -0.108], [-4.647, 0.281, -1.159], [-2.941, 0.841, 1.273], [-4.336, 2.155, -0.159], [-4.450, -1.299, 2.031], [-4.174, 0.103, 3.155], [-6.255, 1.022, 2.569], [-6.469, 0.043, 1.234], [-1.806, -3.386, 0.521], [-1.923, -2.012, 1.520], [0.330, -3.008, 0.143], [0.438, -3.495, -1.602], [2.590, -2.598, -0.202], [2.451, -2.129, -1.942], [1.180, -0.118, 0.219], [2.138, 0.194, -1.333], [4.012, 0.675, -0.017], [4.188, -1.119, 0.119], [3.987, 0.746, 2.323], [2.234, 0.185, 2.154], [3.291, -2.317, 2.124], [2.941, -1.415, 3.670], [5.899, -1.585, 2.437], [5.252, -2.516, 3.848], [5.819, 0.520, 3.669], [6.458, -0.655, 4.891], [1.777, 2.038, 4.679], [1.860, 0.917, 6.108], [1.815, 0.176, 4.365], [3.512, 2.430, 7.085]],
  "nbo_charge": [-0.6414, -0.0748, -0.5520, -0.0790, -0.2389, -0.5815, 0.6067, -0.5389, 0.4713, -0.5011, 0.0847, -0.7066, -0.2380, -0.8103, -0.0392, -0.6235, -0.2011, -0.2507, -0.4304, -0.4278, -0.4067, -0.4280, -0.4127, -0.4328, -0.0801, -0.5709, 0.7723, -0.7417, -0.6866, 0.2182, 0.2079, 0.2252, 0.1851, 0.1734, 0.1760, 0.2038, 0.2319, 0.2309, 0.4303, 0.2656, 0.2628, 0.1797, 0.4736, 0.1838, 0.2152, 0.3732, 0.3495, 0.3872, 0.3890, 0.2329, 0.2284, 0.2502, 0.2105, 0.2161, 0.2069, 0.2228, 0.2011, 0.2490, 0.2021, 0.1757, 0.2322, 0.1992, 0.2064, 0.1982, 0.1960, 0.2397, 0.2752, 0.1508, -0.6957],
  "lumo_ev": -1.30,
  "multiplicity": 1
}

***

Entry 6:
{
  "formula": "C2H5N3O",
  "method": "wB97M-V/def2-TZVPD",
  "species": ["C", "N", "O", "C", "N", "N", "H", "H", "H", "H", "H"],
  "positions_angstrom": [[-2.179, -0.261, -0.015], [-0.946, -0.257, -0.210], [-0.462, 0.932, 0.285], [0.856, 1.171, -0.061], [1.903, 0.434, -0.183], [1.769, -0.902, 0.269], [-2.755, -1.103, -0.377], [-2.620, 0.541, 0.639], [0.909, 2.279, -0.262], [0.917, -1.387, -0.055], [2.608, -1.446, -0.029]],
  "nbo_charge": [-0.1114, -0.1397, -0.3964, 0.3144, -0.2807, -0.6801, 0.1983, 0.1876, 0.1733, 0.3727, 0.3621],
  "smiles": "C=NO/C=N\\N",
  "lumo_ev": 1.05,
  "e_above_lowest_kcal_mol": 101.23,
  "multiplicity": 1
}

***

Entry 7:
{
  "formula": "C3H6N",
  "method": "wB97M-V/def2-TZVPD",
  "species": ["C", "N", "C", "C", "H", "H", "H", "H", "H", "H"],
  "positions_angstrom": [[1.601, 0.052, 0.006], [0.375, -0.014, 0.020], [-0.831, -0.766, 0.003], [-0.897, 0.733, -0.041], [2.301, 0.909, -0.297], [2.187, -0.867, 0.322], [-1.082, -1.389, 0.837], [-1.089, -1.351, -0.922], [-1.186, 1.457, -0.772], [-0.907, 1.251, 1.000]],
  "nbo_charge": [0.1313, -0.2481, -0.2142, -0.2133, 0.2568, 0.2295, 0.2599, 0.2720, 0.2735, 0.2527],
  "smiles": "C=[N+]1CC1",
  "lumo_ev": -5.11,
  "e_above_lowest_kcal_mol": 36.43,
  "multiplicity": 1,
  "total_charge": 1
}

***

Entry 8:
{
  "formula": "C15H25N4O4SSn",
  "method": "wB97M-V/def2-TZVPD",
  "species": ["Sn", "N", "C", "C", "C", "C", "N", "H", "H", "H", "H", "H", "H", "H", "H", "H", "H", "H", "H", "C", "C", "O", "C", "C", "C", "C", "C", "C", "O", "H", "H", "H", "H", "H", "H", "H", "S", "C", "N", "C", "C", "N", "H", "H", "H", "H", "H", "H", "O", "O"],
  "positions_angstrom": [[0.534, -0.560, -1.095], [0.924, -1.919, 0.880], [0.649, -3.379, 0.842], [-0.585, -3.789, 1.642], [-1.944, -3.690, 0.948], [-2.420, -2.284, 0.591], [-1.920, -1.874, -0.734], [1.931, -1.769, 0.846], [0.620, -1.537, 1.770], [1.511, -3.909, 1.252], [0.553, -3.682, -0.204], [-0.610, -3.211, 2.573], [-0.436, -4.826, 1.949], [-2.688, -4.148, 1.602], [-1.929, -4.305, 0.041], [-2.054, -1.552, 1.313], [-3.514, -2.251, 0.631], [-2.334, -0.977, -0.973], [-2.239, -2.533, -1.438], [4.892, 0.136, 0.499], [3.615, 0.548, -0.183], [2.737, -0.331, -0.284], [3.461, 1.886, -0.704], [4.547, 2.787, -0.600], [4.494, 4.058, -1.102], [3.322, 4.470, -1.754], [2.247, 3.628, -1.869], [2.261, 2.313, -1.340], [1.187, 1.581, -1.465], [4.794, -0.892, 0.834], [5.106, 0.779, 1.353], [5.734, 0.206, -0.190], [5.455, 2.463, -0.112], [5.341, 4.721, -1.010], [3.266, 5.462, -2.184], [1.365, 3.950, -2.405], [-1.193, 2.364, 1.724], [-1.601, 3.280, 0.307], [-0.968, 3.197, -0.830], [-1.659, 3.989, -1.856], [-2.615, 4.859, -1.019], [-2.629, 4.129, 0.259], [-0.187, 2.537, -1.045], [-2.194, 3.326, -2.536], [-0.949, 4.579, -2.428], [-3.613, 4.909, -1.444], [-2.234, 5.870, -0.876], [-3.143, 4.427, 1.070], [-0.746, 0.380, 0.306], [-0.068, 1.403, 1.085]],
  "nbo_charge": [1.4128, -0.8736, -0.2221, -0.4056, -0.4084, -0.2235, -0.8547, 0.4112, 0.3894, 0.1965, 0.1978, 0.1964, 0.2272, 0.2232, 0.2006, 0.2008, 0.1828, 0.3719, 0.3720, -0.7131, 0.6285, -0.7130, -0.2627, -0.1275, -0.2757, -0.1318, -0.3010, 0.4270, -0.8533, 0.2369, 0.2437, 0.2494, 0.2150, 0.2271, 0.2204, 0.2010, 0.6993, 0.3094, -0.5501, -0.2266, -0.2259, -0.5624, 0.4864, 0.2152, 0.2291, 0.2295, 0.2129, 0.4307, -0.6683, -0.4448],
  "lumo_ev": -2.45,
  "e_above_lowest_kcal_mol": 0.00,
  "multiplicity": 1,
  "total_charge": 1
}

***

Entry 9:
{
  "formula": "C4H11N2S",
  "method": "wB97M-V/def2-TZVPD",
  "species": ["C", "C", "C", "S", "N", "C", "N", "H", "H", "H", "H", "H", "H", "H", "H", "H", "H", "H"],
  "positions_angstrom": [[1.466, -0.389, 1.558], [1.195, 0.403, 0.206], [-0.318, 0.284, 0.195], [-1.186, 1.137, 1.423], [-0.880, -1.028, -0.072], [-1.174, -0.816, -1.498], [-0.814, 0.641, -1.495], [1.224, 0.169, 2.563], [2.513, -0.637, 1.469], [0.947, -1.397, 1.640], [1.835, -0.183, -0.496], [1.368, 1.391, 0.316], [-0.177, 2.121, 1.695], [-1.608, -1.347, 0.554], [-0.495, -1.363, -2.240], [-2.226, -0.853, -1.884], [-0.039, 0.713, -2.131], [-1.633, 1.153, -1.804]],
  "nbo_charge": [-0.6171, -0.4867, 0.2456, 0.1565, -0.6770, -0.0500, -0.6314, 0.2327, 0.2366, 0.2418, 0.2581, 0.2239, 0.1715, 0.4115, 0.2158, 0.2205, 0.4174, 0.4302],
  "smiles": "CC[C@]1(S)NC[NH2+]1",
  "lumo_ev": -3.36,
  "e_above_lowest_kcal_mol": 57.12,
  "multiplicity": 1,
  "total_charge": 1
}